# 1
The following is a DFT calculation (wB97M-V/def2-TZVPD) of a structure of composition C13H41Ag4N11O9.

```
78
Properties=species:S:1:pos:R:3
Ag 13.035 -7.791 22.021
Ag 10.513 -4.658 21.728
Ag 9.181 -10.002 18.046
Ag 10.186 -6.856 18.860
O 10.596 -7.050 21.673
C 9.188 -7.300 21.797
C 8.418 -8.272 20.843
O 8.181 -8.129 19.438
H 8.552 -6.418 21.868
H 8.932 -7.846 22.705
H 7.386 -8.326 21.188
H 8.893 -9.253 20.844
C 11.698 -10.530 24.336
C 11.339 -10.940 22.905
C 9.820 -11.271 22.703
O 9.436 -12.168 23.753
C 8.046 -12.526 23.675
N 11.771 -9.904 21.975
H 11.406 -9.520 24.623
H 12.778 -10.638 24.433
H 11.271 -11.170 25.107
H 12.045 -11.749 22.719
H 9.671 -11.693 21.709
H 9.317 -10.308 22.790
H 7.820 -13.016 22.728
H 7.527 -11.584 23.858
H 7.779 -13.242 24.453
H 11.569 -10.284 21.062
H 11.209 -9.075 22.105
C 8.173 -2.303 24.862
C 8.978 -3.590 24.869
O 8.933 -4.107 23.552
H 7.122 -2.539 25.026
H 8.337 -1.795 23.912
H 8.565 -1.714 25.692
H 8.747 -4.380 25.583
H 9.943 -3.281 25.272
H 8.237 -4.768 23.548
C 7.908 -4.355 18.981
O 8.800 -4.581 19.781
N 7.677 -3.242 18.477
N 7.202 -5.320 18.468
H 7.148 -3.245 17.616
H 8.256 -2.482 18.804
H 6.418 -5.053 17.891
H 7.409 -6.252 18.797
C 9.202 -9.473 27.166
O 9.684 -8.387 27.472
N 9.311 -10.603 27.799
N 8.682 -9.696 26.007
H 9.516 -10.619 28.787
H 9.000 -11.421 27.293
H 8.559 -9.015 25.271
H 8.299 -10.627 25.923
C 4.309 -7.709 20.221
O 3.121 -7.633 20.302
N 5.004 -8.771 20.062
N 5.217 -6.720 20.363
H 6.003 -8.627 20.021
H 4.607 -9.654 20.348
H 6.194 -6.966 20.428
H 4.806 -5.798 20.417
C 6.261 -6.553 24.686
O 7.105 -6.036 24.075
N 5.040 -6.782 24.373
N 6.458 -6.965 25.901
H 4.461 -7.358 24.968
H 4.789 -6.592 23.413
H 7.334 -6.849 26.389
H 5.734 -7.492 26.368
C 6.110 -9.019 16.242
O 6.961 -9.870 16.277
N 6.167 -7.940 16.986
N 5.131 -9.005 15.373
H 6.870 -7.943 17.711
H 5.350 -7.347 17.011
H 4.985 -9.810 14.780
H 4.471 -8.252 15.498
```

Summary:
Total charge: +3
2S+1: 2
Expectation value of S²: 0.7595
Highest occupied orbital energy (alpha / beta), hartree: -0.5751 / -0.5751
Total energy, eV: -64931.041


# 2
The following is a DFT calculation (wB97M-V/def2-TZVPD) of a structure of composition C13H41O10Ti2.

```
66
Properties=species:S:1:pos:R:3
Ti -3.932 0.725 -0.293
Ti -2.339 -2.018 1.608
C 0.229 -0.164 -0.549
C -1.220 0.161 -0.475
O -2.089 -0.734 -0.207
O -1.613 1.351 -0.596
H 0.738 0.400 0.237
H 0.649 0.191 -1.494
H 0.394 -1.229 -0.439
C -1.663 2.704 -3.988
O -0.712 2.055 -3.157
H -1.121 3.259 -4.748
H -2.322 1.982 -4.482
H -2.277 3.408 -3.419
H -1.093 1.854 -2.292
C -1.027 -1.680 -3.704
O -1.398 -2.613 -2.696
H -0.765 -0.697 -3.304
H -0.182 -2.093 -4.246
H -1.847 -1.523 -4.418
H -1.741 -2.161 -1.920
C 2.825 2.587 -3.318
O 2.034 1.411 -3.175
H 3.864 2.275 -3.385
H 2.581 3.137 -4.233
H 2.721 3.257 -2.460
H 1.106 1.670 -3.099
C 2.154 3.456 0.658
O 3.501 3.667 0.305
H 1.451 3.856 -0.082
H 2.010 2.382 0.763
H 1.898 3.910 1.628
H 3.609 4.554 -0.047
C 2.710 -2.872 -0.416
O 1.915 -2.972 0.774
H 2.263 -2.115 -1.054
H 3.731 -2.573 -0.185
H 2.727 -3.815 -0.967
H 2.431 -3.388 1.471
C -0.681 3.658 3.766
C -1.103 3.445 2.337
O -0.843 2.071 1.992
H -0.777 4.709 4.040
H 0.368 3.384 3.885
H -1.290 3.054 4.437
H -0.528 4.076 1.653
H -2.162 3.680 2.199
H -1.094 1.924 1.069
C 0.452 -1.883 4.020
C 0.279 -0.565 3.318
O -1.085 -0.492 2.798
H 0.230 -2.713 3.344
H -0.199 -1.963 4.891
H 1.482 -1.986 4.363
H 0.976 -0.505 2.479
H 0.437 0.271 3.993
H -1.248 0.430 2.509
C -2.449 -5.006 0.346
C -0.969 -4.824 0.527
O -0.730 -3.436 0.850
H -2.841 -4.203 -0.287
H -2.969 -5.001 1.311
H -2.682 -5.943 -0.151
H -0.429 -5.079 -0.389
H -0.581 -5.460 1.325
H 0.234 -3.247 0.778
```

Summary:
Total charge: +1
2S+1: 7
Expectation value of S²: 12.0024
Highest occupied orbital energy (alpha / beta), hartree: -0.3125 / -0.4344
Total energy, eV: -80840.758


# 3
The following is a DFT calculation (wB97M-V/def2-TZVPD) of a cluster of 7 separate species, C13H42N2O8P in total.

```
66
Properties=species:S:1:pos:R:3
C -4.248 0.364 -0.572
C -3.007 1.002 -1.185
O -1.797 0.400 -0.720
C -2.908 2.522 -0.973
C -2.412 3.242 -2.218
C -2.100 4.721 -1.921
N -0.891 5.097 -2.727
C 0.341 4.326 -2.309
C -0.081 2.875 -2.047
P 1.208 1.606 -2.549
N 0.766 0.300 -3.230
O -1.257 2.632 -2.803
H -5.081 1.065 -0.517
H -4.574 -0.505 -1.141
H -4.045 0.026 0.449
H -2.994 0.807 -2.261
H -1.950 0.005 0.145
H -2.214 2.694 -0.145
H -3.863 2.966 -0.678
H -3.159 3.202 -3.009
H -1.854 4.906 -0.875
H -2.920 5.371 -2.220
H -1.085 4.881 -3.707
H -0.711 6.099 -2.661
H 0.754 4.812 -1.425
H 1.051 4.421 -3.131
H -0.269 2.712 -0.983
H 1.932 1.542 -1.344
H 2.088 2.431 -3.293
H -0.221 0.121 -3.342
C 3.062 0.867 1.982
O 3.006 1.024 0.565
H 2.985 1.860 2.420
H 2.228 0.258 2.338
H 4.001 0.413 2.301
H 3.092 0.146 0.177
C -4.606 4.585 -5.946
O -4.479 3.743 -4.799
H -5.035 5.523 -5.603
H -3.638 4.785 -6.414
H -5.275 4.151 -6.690
H -4.175 2.881 -5.103
C 0.409 -2.315 2.053
O 1.769 -2.659 2.231
H 0.381 -1.328 1.591
H -0.112 -3.024 1.404
H -0.128 -2.275 3.007
H 1.784 -3.537 2.639
C 1.601 -6.497 2.597
O 1.114 -5.398 3.372
H 1.252 -6.342 1.579
H 2.690 -6.552 2.593
H 1.204 -7.447 2.961
H 1.408 -5.519 4.281
C 1.316 -1.817 6.218
O 0.799 -0.903 5.264
H 1.116 -1.397 7.201
H 0.827 -2.793 6.155
H 2.396 -1.952 6.111
H 0.977 -1.254 4.386
C 5.719 -6.974 2.095
O 4.736 -7.998 2.087
H 5.188 -6.024 2.132
H 6.372 -7.038 2.969
H 6.333 -6.986 1.190
H 5.180 -8.850 2.049
```

Summary:
Total charge: +1
2S+1: 1
Highest occupied orbital energy, hartree: -0.4168
Total energy, eV: -42800.617


# 4
The following is a DFT calculation (wB97M-V/def2-TZVPD) of a cluster of 8 separate species, C13H42N4O8 in total.

```
67
Properties=species:S:1:pos:R:3
N 2.135 -2.413 -0.617
C 1.108 -3.204 -0.490
N 0.821 -3.817 -1.587
O 0.424 -3.499 0.635
H 2.607 -2.098 0.232
H 2.632 -2.235 -1.539
H -0.028 -4.441 -1.480
H 1.248 -3.352 -2.490
N 0.631 -0.664 -2.062
C 1.220 0.396 -2.577
N 0.419 1.100 -3.336
O 2.588 0.609 -2.505
H 1.203 -1.296 -1.462
H -0.336 -0.952 -2.120
H 0.726 1.896 -3.762
H -0.541 0.772 -3.508
C 2.521 4.522 1.606
C 2.294 3.067 1.545
O 1.947 2.762 0.264
H 2.709 4.991 2.523
H 1.705 5.012 1.053
H 3.384 4.835 1.003
H 1.398 2.787 2.136
H 3.096 2.430 1.921
H 2.000 1.791 0.260
C -3.637 -1.831 1.797
C -2.329 -2.521 1.950
O -2.611 -3.816 2.453
H -3.612 -1.133 1.101
H -3.878 -1.362 2.714
H -4.537 -2.439 1.630
H -1.614 -2.005 2.652
H -1.815 -2.544 0.973
H -1.801 -4.273 2.724
C -1.665 -2.540 -3.223
C -1.978 -2.117 -1.771
O -2.045 -0.665 -1.858
H -0.844 -2.029 -3.684
H -2.409 -2.152 -3.856
H -1.471 -3.588 -3.270
H -1.350 -2.593 -1.064
H -2.985 -2.395 -1.535
H -2.921 -0.375 -2.145
C 1.539 -1.218 3.720
C 2.636 -0.461 3.038
O 3.226 -1.288 2.102
H 0.663 -0.616 3.967
H 1.795 -1.782 4.623
H 1.217 -1.986 2.975
H 3.210 0.087 3.797
H 2.211 0.289 2.425
H 3.781 -0.589 1.683
C -1.952 4.630 -0.990
C -0.899 3.698 -1.370
O -1.381 2.630 -2.039
H -2.788 4.142 -0.332
H -2.402 4.985 -1.884
H -1.568 5.483 -0.280
H -0.331 3.376 -0.549
H -0.208 4.065 -2.134
H -0.644 2.114 -2.465
C -0.630 0.789 0.974
O 0.536 0.067 0.631
H -0.931 0.610 2.019
H -1.412 0.524 0.257
H -0.521 1.937 0.880
H 0.446 -0.106 -0.280
```

Summary:
2S+1: 1
Highest occupied orbital energy, hartree: -0.3475
Total energy, eV: -36497.819
SMILES string: NC(N)=O.NC(N)=O.CCO.CCO.CCO.CCO.CCO.CO


What is the formula in the third record? C13H42N2O8P